1.
Computed, not measured: a molecular structure, C17H23F3N5O2PdS, with ωB97M-V/def2-TZVPD.

Positions of all 52 atoms, in Å:
Pd -0.47 -0.04 0.28
C 0.93 1.90 -4.49
N -0.36 1.39 -4.08
C -1.53 1.41 -4.82
C -2.49 0.84 -4.07
N -1.91 0.45 -2.86
C -0.58 0.80 -2.88
S 0.69 0.59 -1.78
C -2.67 -0.13 -1.82
C -4.03 0.12 -1.76
C -4.78 -0.53 -0.80
C -4.16 -1.42 0.07
C -2.80 -1.59 -0.05
N -2.05 -0.95 -0.97
H 0.83 2.37 -5.47
H 1.66 1.10 -4.55
H 1.28 2.64 -3.77
H -1.57 1.81 -5.81
H -3.51 0.64 -4.33
H -4.50 0.83 -2.43
H -5.84 -0.34 -0.72
H -4.72 -1.95 0.82
H -2.25 -2.26 0.60
C 1.53 -4.98 -0.30
C 2.36 -4.15 0.67
N 1.62 -3.59 1.80
C 1.64 -4.33 3.07
C 0.55 -5.40 3.15
C 0.86 -2.50 1.65
C 0.18 -1.93 2.87
N 0.72 -1.87 0.51
H 2.15 -5.28 -1.14
H 0.68 -4.42 -0.70
H 1.15 -5.88 0.18
H 2.85 -3.32 0.15
H 3.15 -4.77 1.08
H 1.54 -3.63 3.89
H 2.62 -4.80 3.16
H -0.43 -4.96 2.96
H 0.54 -5.85 4.14
H 0.71 -6.18 2.41
H 0.92 -1.63 3.60
H -0.50 -2.64 3.34
H -0.38 -1.04 2.59
H 1.24 -2.25 -0.27
F -1.20 4.38 2.05
C -0.89 3.25 2.69
F -1.91 2.95 3.51
F 0.19 3.46 3.43
C -0.68 2.09 1.70
O -1.60 1.85 0.88
O 0.37 1.42 1.79

- calculated total energy (Ha) = -1911.3605
- E_LUMO (spin up / spin down) (eV) = -2.94 / -4.45
- net charge = +1
- 2S+1 = 3
- <S²> = 2.0072
- HOMO (spin up / spin down) (eV) = -11.5 / -11.4
- molecular weight (g/mol) = 524.89

2.
Computed, not measured: 9 unconnected molecules or ions with the total composition C25H68O17P2 at a distorted geometry, with ωB97M-V/def2-TZVPD.

Positions of all 112 atoms, in Å:
O 1.41 -1.17 -0.11
C 0.65 -0.68 0.76
O 0.97 0.68 1.15
P 1.16 0.83 2.84
O 1.28 2.35 3.13
O -0.19 0.28 3.74
O 2.65 0.15 3.41
O -0.49 -1.33 1.30
P -0.09 -2.76 2.17
O -1.07 -3.86 1.66
O -0.32 -2.66 3.84
O 1.48 -3.33 1.91
H 0.09 0.41 4.69
H 2.50 -0.04 4.37
H -1.13 -2.11 4.03
H 1.47 -3.64 0.97
C -1.04 -0.78 8.71
C 0.07 -0.14 7.89
C 0.58 1.13 8.55
O -0.42 0.17 6.59
H -1.90 -0.10 8.80
H -1.41 -1.68 8.21
H -0.70 -1.04 9.71
H 0.89 -0.85 7.77
H -0.21 1.87 8.64
H 1.38 1.58 7.95
H 0.98 0.92 9.55
H -1.15 0.80 6.68
C -3.06 -7.34 3.32
C -1.75 -7.63 4.03
C -1.72 -7.02 5.42
O -0.67 -7.12 3.26
H -3.21 -6.27 3.19
H -3.07 -7.78 2.32
H -3.91 -7.74 3.88
H -1.61 -8.72 4.11
H -1.82 -5.93 5.36
H -0.77 -7.22 5.91
H -2.53 -7.41 6.04
H -0.79 -6.16 3.19
C 3.38 0.32 -2.36
C 3.19 0.20 -3.86
C 1.72 0.20 -4.23
O 3.80 -1.01 -4.32
H 2.93 -0.52 -1.84
H 4.45 0.31 -2.11
H 2.94 1.25 -1.98
H 3.69 1.03 -4.37
H 1.20 -0.65 -3.77
H 1.59 0.10 -5.31
H 1.23 1.12 -3.90
H 3.36 -1.75 -3.88
C 8.74 -1.79 -3.54
C 8.51 -0.29 -3.38
C 7.77 0.02 -2.09
O 7.76 0.19 -4.49
H 7.79 -2.33 -3.59
H 9.27 -2.00 -4.47
H 9.33 -2.19 -2.71
H 9.47 0.23 -3.38
H 6.78 -0.46 -2.09
H 7.60 1.09 -1.99
H 8.32 -0.33 -1.22
H 6.91 -0.26 -4.50
C -3.58 1.23 -4.56
C -2.26 0.95 -3.85
C -2.23 1.56 -2.46
O -1.19 1.47 -4.63
H -3.73 2.31 -4.68
H -3.58 0.79 -5.56
H -4.42 0.83 -4.00
H -2.11 -0.13 -3.78
H -2.34 2.65 -2.52
H -1.28 1.36 -1.97
H -3.04 1.17 -1.84
H -1.31 2.43 -4.70
C 4.17 3.90 -1.31
C 3.35 4.42 -2.48
C 4.22 5.14 -3.49
O 2.35 5.32 -1.99
H 4.66 4.72 -0.78
H 3.53 3.40 -0.59
H 4.93 3.20 -1.65
H 2.83 3.59 -2.97
H 4.71 6.01 -3.04
H 3.61 5.52 -4.32
H 4.99 4.48 -3.90
H 2.79 6.06 -1.56
C -5.18 -0.84 2.70
C -4.13 -1.32 3.69
C -4.31 -0.67 5.05
O -2.83 -1.01 3.19
H -5.10 0.24 2.54
H -5.02 -1.31 1.72
H -6.19 -1.08 3.04
H -4.19 -2.41 3.79
H -4.21 0.42 4.98
H -3.55 -1.01 5.75
H -5.30 -0.90 5.47
H -2.76 -0.05 3.09
C -6.14 5.08 -7.27
C -5.86 3.71 -6.66
C -6.92 2.70 -7.07
O -5.84 3.82 -5.24
H -7.10 5.47 -6.93
H -5.38 5.80 -6.96
H -6.15 5.03 -8.37
H -4.88 3.36 -6.98
H -7.92 3.01 -6.73
H -6.72 1.73 -6.62
H -6.96 2.58 -8.16
H -6.71 4.13 -4.95

- calculated total energy (Ha) = -2955.2259
- E_LUMO (eV) = -0.64
- net charge = 0
- structure (SMILES) = O=C(OP(=O)(O)O)OP(=O)(O)O.CC(C)O.CC(C)O.CC(C)O.CC(C)O.CC(C)O.CC(C)O.CC(C)O.CC(C)O
- HOMO (eV) = -9.8
- molecular weight (g/mol) = 702.75

3.
Computed, not measured: a molecular structure, H8IO4 at a distorted geometry, with ωB97M-V/def2-TZVPD.

Positions of all 13 atoms, in Å:
I 0.67 12.73 26.64
O 0.60 15.54 24.14
H 0.55 14.80 24.84
H 0.92 16.23 24.60
O 1.57 15.84 28.69
H 0.82 16.49 28.49
H 1.52 15.05 28.10
O -0.89 12.91 29.31
H -1.11 12.07 29.68
H -0.32 12.67 28.58
O 0.23 12.06 22.84
H 0.35 12.99 22.55
H 0.26 12.06 23.89

- calculated total energy (Ha) = -603.5471
- E_LUMO (eV) = 3.43
- net charge = -1
- HOMO (eV) = -4.8
- molecular weight (g/mol) = 198.96

4.
Computed, not measured: a single C20H22N2O3 molecule, with ωB97M-V/def2-TZVPD.

Positions of all 47 atoms, in Å:
C -2.50 -1.04 -2.10
C -1.90 -2.19 -1.30
O -2.67 -2.51 -0.16
C -2.65 -1.70 0.94
C -3.55 -2.04 1.94
C -3.60 -1.29 3.10
C -2.76 -0.21 3.28
C -1.85 0.12 2.28
O -1.06 1.20 2.54
C -0.08 1.58 1.60
C 0.71 2.75 2.20
C 1.45 3.59 1.17
C 2.61 2.88 0.48
N 2.19 1.88 -0.48
C 1.55 2.25 -1.62
N 1.13 1.47 -2.54
C 1.34 0.13 -2.39
C 0.91 -0.76 -3.38
C 1.11 -2.11 -3.24
C 1.76 -2.61 -2.11
C 2.20 -1.76 -1.12
C 2.00 -0.38 -1.25
C 2.48 0.53 -0.22
O 3.08 0.20 0.78
C -1.79 -0.62 1.11
H -1.88 -0.85 -2.98
H -3.51 -1.29 -2.42
H -2.54 -0.13 -1.51
H -1.91 -3.10 -1.90
H -0.86 -1.97 -1.02
H -4.20 -2.88 1.79
H -4.30 -1.55 3.88
H -2.78 0.38 4.18
H 0.59 0.73 1.40
H -0.56 1.89 0.66
H 1.41 2.36 2.94
H -0.01 3.38 2.73
H 1.86 4.47 1.68
H 0.74 3.95 0.42
H 3.22 2.36 1.22
H 3.24 3.61 -0.04
H 1.40 3.31 -1.75
H 0.42 -0.35 -4.25
H 0.78 -2.79 -4.01
H 1.91 -3.68 -2.01
H 2.70 -2.12 -0.24
H -1.08 -0.36 0.34

- calculated total energy (Ha) = -1110.5792
- E_LUMO (eV) = 0.30
- net charge = 0
- structure (SMILES) = CCOc1cccc(OCCCCn2cnc3ccccc3c2=O)c1
- HOMO (eV) = -8.0
- molecular weight (g/mol) = 338.41

5.
Computed, not measured: 4 unconnected molecules or ions with the total composition C15H34N7O5S at a distorted geometry, with ωB97M-V/def2-TZVPD.

Positions of all 62 atoms, in Å:
C 2.66 -1.09 1.39
C 2.02 0.14 0.50
O 2.82 0.64 -0.48
N 0.67 0.79 0.70
C 0.86 1.66 1.96
C -0.43 -0.20 0.97
C -0.47 -1.64 0.17
S -0.74 -1.12 -1.63
N -1.82 -2.16 0.71
C -2.60 -1.03 1.37
N -3.63 -1.04 2.29
N -1.88 0.20 0.78
O -2.27 1.39 1.26
H 3.83 -0.95 1.55
H 2.16 -1.23 2.45
H 2.54 -2.13 0.83
H 1.85 2.27 1.82
H 1.01 0.96 2.89
H -0.03 2.40 2.13
H -0.40 -0.51 2.11
H 0.40 -2.41 0.32
H 0.52 -0.79 -2.22
H -1.69 -3.04 1.26
H -4.36 -1.78 2.39
H -3.62 -0.26 3.01
H -2.34 1.99 0.44
C -0.86 -5.28 -1.34
C 0.42 -5.33 -0.54
O 0.54 -4.75 0.53
N 1.46 -6.05 -1.05
C 1.51 -6.80 -2.29
H -1.59 -4.66 -0.80
H -0.68 -4.82 -2.31
H -1.27 -6.28 -1.45
H 2.28 -6.04 -0.46
H 1.73 -7.84 -2.04
H 2.32 -6.39 -2.89
H 0.58 -6.75 -2.85
C 0.52 0.86 -6.81
C 1.14 0.30 -5.56
O 1.27 -0.90 -5.38
N 1.57 1.18 -4.61
C 1.52 2.62 -4.63
H 0.23 0.04 -7.47
H -0.37 1.44 -6.56
H 1.24 1.49 -7.34
H 1.98 0.73 -3.80
H 2.54 3.00 -4.54
H 0.94 2.95 -3.76
H 1.07 3.01 -5.54
C 0.03 6.06 4.26
C -0.36 4.67 4.67
O 0.47 3.79 4.87
N -1.69 4.39 4.81
C -2.82 5.27 4.62
H 1.12 6.13 4.19
H -0.39 6.30 3.28
H -0.31 6.78 5.01
H -1.87 3.43 5.09
H -3.37 5.31 5.56
H -3.45 4.84 3.84
H -2.51 6.27 4.32

- calculated total energy (Ha) = -1749.2040
- E_LUMO (eV) = -4.07
- net charge = +1
- HOMO (eV) = -11.1
- molecular weight (g/mol) = 424.55

6.
Computed, not measured: a single C6H9N molecule at a distorted geometry, with ωB97M-V/def2-TZVPD.

Positions of all 16 atoms, in Å:
C 0.57 1.67 -1.89
C 1.14 0.29 -1.37
C 0.20 -0.21 -0.26
C -1.13 0.16 0.03
C -1.42 -0.41 1.27
N -0.33 -1.17 1.70
C 0.68 -0.86 0.87
H 1.02 2.00 -2.83
H -0.52 1.63 -2.17
H 0.81 2.44 -1.13
H 1.10 -0.39 -2.28
H 2.17 0.57 -1.04
H -1.55 1.12 -0.22
H -2.27 -0.16 1.93
H -0.31 -1.78 2.67
H 1.63 -1.16 1.20

- calculated total energy (Ha) = -288.7193
- E_LUMO (eV) = 0.93
- net charge = 0
- structure (SMILES) = CCc1cc[nH]c1
- HOMO (eV) = -7.9
- molecular weight (g/mol) = 95.14